146
Properties=species:S:1:pos:R:3:forces:R:3 method="wB97M-V/def2-TZVPD" total_charge=-1 lumo_ha=0.0687 e_tot_ev=-72323.5389 orbital_gap_ha=0.146
C 1.186 1.852 2.342 -0.434 0.635 -0.084
C 0.318 1.254 1.162 0.617 0.198 -0.698
C 0.934 1.577 -0.276 -0.013 -1.816 1.297
C 2.250 0.697 -0.420 0.120 1.114 -0.959
C 3.223 1.453 -1.427 0.518 -0.373 0.871
C 4.227 0.498 -2.177 -0.385 0.120 0.238
C 3.556 -0.451 -3.266 -0.231 0.731 0.484
C 2.103 -0.022 -3.722 0.689 -1.145 -1.604
C 1.852 -0.654 -5.179 -1.243 0.340 0.061
C 0.648 -1.696 -5.216 1.577 -0.571 -0.664
C 1.222 -3.180 -5.413 -1.444 -0.590 0.473
C 0.284 -4.250 -4.693 0.781 -0.022 -0.380
S 0.188 -5.736 -5.828 -0.179 -0.023 0.120
C 1.015 -4.792 -3.406 -0.683 0.127 -0.489
C 0.092 -5.732 -2.512 0.744 0.755 -1.370
O -0.239 -4.991 -1.311 0.151 -1.671 0.431
C -0.236 -5.805 -0.137 -0.168 0.652 0.688
C -1.580 -5.523 0.679 0.587 -1.446 -0.981
O -1.330 -5.231 2.075 -0.927 1.177 -0.105
C -2.001 -4.094 2.504 -1.470 2.620 1.101
C -3.215 -4.149 3.341 1.323 1.502 -0.871
C -3.876 -2.908 3.799 1.532 -0.282 -1.054
C -3.405 -1.575 3.437 1.195 -1.459 -1.252
C -4.081 -0.213 3.847 1.542 0.423 0.722
C -2.861 0.804 4.103 -1.167 0.445 0.649
C -4.815 -0.293 5.266 -0.258 -0.253 -0.732
C -4.957 0.458 2.718 -0.219 -0.703 -0.067
C -6.026 -0.458 2.009 -1.224 0.436 -1.323
C -5.423 -1.399 0.858 0.302 -0.584 1.590
C -6.942 -1.303 2.969 -0.373 1.111 0.529
C -7.021 0.549 1.234 1.254 -0.341 0.040
C -2.193 -1.521 2.578 -0.597 -2.811 0.506
C -1.512 -2.754 2.151 -1.327 0.270 0.824
H 0.548 2.625 2.861 0.827 -0.904 -0.146
H 1.547 1.078 3.074 -0.501 0.796 -0.659
H 2.092 2.424 1.979 -0.889 -0.735 0.177
H 0.302 0.131 1.231 -0.185 1.044 -0.008
H -0.738 1.639 1.193 0.902 -0.399 0.180
H 0.194 1.176 -1.020 0.697 0.810 0.360
H 1.151 2.666 -0.420 -0.289 -0.909 0.138
H 1.990 -0.324 -0.811 0.177 0.928 0.387
H 2.783 0.574 0.561 -0.577 0.091 -0.806
H 2.622 2.114 -2.105 0.608 -0.787 0.383
H 3.848 2.156 -0.793 -0.662 -0.591 -0.668
H 4.696 -0.171 -1.395 -0.235 0.859 -0.758
H 5.031 1.161 -2.615 -0.733 -0.884 0.276
H 4.213 -0.494 -4.171 -0.508 0.004 0.802
H 3.487 -1.486 -2.843 0.082 0.795 -0.498
H 1.335 -0.487 -3.053 0.620 0.810 -0.344
H 1.972 1.082 -3.843 0.151 -0.946 0.538
H 2.755 -1.175 -5.589 -0.659 0.600 0.460
H 1.580 0.179 -5.894 0.514 -0.703 0.718
H 0.062 -1.479 -6.150 0.032 -0.165 1.180
H 0.016 -1.672 -4.291 0.432 0.088 -0.940
H 1.205 -3.425 -6.514 0.373 0.403 1.079
H 2.277 -3.287 -5.017 -0.661 0.381 -0.430
H -1.053 -5.771 -6.433 0.568 0.376 0.675
H 1.973 -5.314 -3.712 -0.570 0.133 0.529
H 1.323 -3.916 -2.759 -0.359 -0.812 -0.613
H -0.864 -5.947 -3.073 1.040 0.079 0.506
H 0.662 -6.686 -2.303 -0.754 0.902 0.132
H -0.152 -6.908 -0.346 -0.186 1.063 -0.082
H 0.678 -5.529 0.467 -0.966 -0.227 -0.192
H -2.141 -6.508 0.664 0.190 1.222 0.022
H -2.163 -4.727 0.141 0.629 -0.662 0.715
H -3.598 -5.167 3.602 0.241 1.170 -0.106
H -4.769 -3.040 4.447 0.827 0.155 -0.594
H -2.122 0.385 4.839 -0.555 0.244 -0.956
H -2.386 1.156 3.153 -0.263 -0.357 0.945
H -3.333 1.693 4.625 0.627 -0.686 -0.709
H -4.091 -0.072 6.090 -0.577 -0.318 -0.688
H -5.265 -1.307 5.431 0.377 1.047 0.015
H -5.645 0.466 5.313 0.810 -0.698 -0.041
H -5.489 1.341 3.168 0.526 -0.804 -0.263
H -4.288 0.873 1.904 -0.589 -0.490 0.850
H -5.511 -2.453 1.259 0.165 0.934 -0.804
H -5.977 -1.305 -0.112 0.591 -0.089 0.931
H -4.320 -1.220 0.751 -1.081 -0.064 -0.265
H -7.538 -0.567 3.595 0.594 -0.760 -0.513
H -6.385 -1.941 3.696 -0.493 0.287 -0.899
H -7.722 -1.881 2.392 1.085 0.379 0.498
H -6.524 0.732 0.237 -0.872 0.077 0.956
H -7.094 1.536 1.767 -0.301 -0.997 -0.520
H -8.013 0.050 1.083 0.804 0.643 0.040
H -1.737 -0.576 2.214 -0.574 -0.764 0.471
H -0.583 -2.656 1.527 -1.064 -0.206 0.637
C 4.836 3.484 4.505 0.016 -0.103 0.194
C 3.746 4.540 4.511 0.066 -0.064 -0.064
O 2.530 4.100 5.095 -0.216 0.029 -0.086
C 2.589 3.707 6.455 0.017 0.033 0.034
C 3.026 4.821 7.392 0.166 0.084 -0.050
H 4.480 2.567 4.029 -0.019 0.074 -0.051
H 5.713 3.844 3.964 -0.027 -0.011 0.033
H 5.154 3.226 5.517 0.103 0.045 -0.052
H 3.508 4.808 3.479 -0.194 -0.034 0.097
H 4.090 5.460 4.997 0.073 -0.030 0.047
H 3.228 2.824 6.569 0.070 0.036 0.046
H 1.579 3.394 6.727 0.002 0.019 -0.207
H 4.056 5.127 7.201 0.002 -0.044 0.063
H 2.964 4.489 8.431 -0.020 0.003 -0.049
H 2.392 5.701 7.264 -0.034 -0.065 0.021
C -8.242 5.224 -1.653 0.114 -0.021 -0.180
C -7.612 4.852 -0.323 -0.013 -0.010 -0.019
O -7.064 3.545 -0.298 -0.090 -0.097 0.118
C -6.020 3.282 -1.224 0.111 0.060 -0.011
C -4.797 4.163 -1.026 -0.054 0.177 0.009
H -8.986 4.480 -1.948 -0.003 0.037 0.067
H -8.727 6.200 -1.586 0.003 -0.039 0.025
H -7.499 5.277 -2.451 -0.023 0.065 0.022
H -8.383 4.873 0.451 0.097 -0.173 0.024
H -6.856 5.587 -0.026 0.010 0.047 -0.085
H -6.394 3.354 -2.250 0.034 0.062 -0.021
H -5.730 2.241 -1.071 -0.161 0.045 0.087
H -5.020 5.213 -1.229 0.048 -0.020 -0.060
H -3.996 3.856 -1.701 -0.042 -0.016 0.043
H -4.438 4.096 0.003 0.002 -0.070 -0.042
C -0.668 -3.773 -8.947 0.059 -0.124 -0.296
C -0.015 -2.438 -9.256 -0.151 -0.083 0.127
O 1.197 -2.551 -9.991 0.201 0.127 -0.081
C 1.101 -3.155 -11.267 -0.023 0.026 0.075
C 0.192 -2.406 -12.228 -0.172 0.024 0.031
H 0.034 -4.439 -8.443 -0.080 0.089 0.118
H -1.540 -3.631 -8.306 0.097 0.009 0.059
H -1.003 -4.277 -9.859 -0.086 0.052 -0.006
H 0.244 -1.947 -8.316 0.187 -0.031 -0.118
H -0.711 -1.768 -9.774 -0.029 -0.021 -0.055
H 0.794 -4.202 -11.170 -0.091 0.003 -0.044
H 2.114 -3.166 -11.677 0.019 0.051 0.175
H -0.847 -2.420 -11.893 0.013 -0.049 -0.046
H 0.229 -2.863 -13.220 0.023 0.017 0.035
H 0.497 -1.361 -12.310 0.047 -0.048 -0.014
C 10.532 3.934 5.828 0.103 -0.140 -0.127
C 9.264 3.456 6.513 0.024 0.022 -0.010
O 8.327 2.867 5.628 -0.190 0.118 -0.007
C 8.759 1.710 4.929 0.006 -0.113 0.013
C 9.131 0.553 5.841 0.123 0.064 0.138
H 10.293 4.608 5.003 -0.021 0.015 0.073
H 11.174 4.458 6.539 -0.047 -0.003 -0.013
H 11.106 3.101 5.415 0.031 0.028 0.060
H 8.761 4.315 6.962 -0.141 -0.103 -0.101
H 9.495 2.768 7.335 0.089 -0.019 -0.022
H 9.584 1.959 4.253 0.060 -0.035 0.038
H 7.922 1.404 4.297 -0.046 0.194 0.076
H 10.005 0.786 6.452 0.027 -0.054 -0.053
H 9.365 -0.335 5.250 -0.036 0.047 0.012
H 8.308 0.318 6.520 -0.012 -0.010 -0.080

=====

168
Properties=species:S:1:pos:R:3:forces:R:3 method="wB97M-V/def2-TZVPD" total_charge=+1 lumo_ha=-0.1498 e_tot_ev=-92638.8839 orbital_gap_ha=0.207
C -4.743 -0.168 -4.140 -1.007 0.176 -0.134
C -3.525 0.364 -3.171 -0.251 -0.951 -0.070
C -2.012 0.156 -3.846 -2.351 -0.533 -0.777
N -1.487 1.454 -4.411 1.492 -0.748 0.895
C 0.002 1.631 -4.226 -0.338 0.254 -1.121
C 0.260 3.131 -3.619 0.355 -0.231 1.255
C 1.825 3.412 -3.144 1.140 -0.274 0.337
N 1.996 4.625 -2.260 -0.365 -0.890 -0.483
C -0.755 3.534 -2.392 -0.025 0.454 0.816
C -0.409 2.896 -0.934 0.540 -1.397 4.501
C 0.522 1.598 -0.590 -1.746 2.307 2.829
C 0.765 1.121 0.989 -2.135 2.946 -0.092
C 0.083 1.906 2.267 -0.495 1.247 -3.327
C 0.316 1.521 3.858 -0.269 0.939 -0.578
C -0.890 3.185 1.941 1.681 -1.793 -3.701
C -1.120 3.648 0.381 1.901 -2.569 0.824
N -0.013 4.187 -4.711 2.707 -1.743 -4.043
C 0.599 3.795 -6.033 -0.481 1.889 0.781
N 1.387 4.755 -6.678 -1.625 -1.854 1.004
N 0.368 2.470 -6.721 1.390 1.482 2.909
C 0.739 1.368 -5.705 -0.329 -0.443 1.020
O 2.203 1.395 -5.613 -2.210 -0.417 0.823
O 0.146 0.137 -6.230 2.339 1.317 0.360
C 1.105 -0.945 -6.445 0.318 -2.656 -0.349
C 1.597 -1.703 -5.038 0.103 -0.848 -0.552
C 0.978 -3.247 -4.913 -0.108 0.137 0.322
H -4.442 -1.027 -4.881 -0.349 1.628 1.545
H -5.212 0.704 -4.797 1.153 -1.757 1.346
H -5.655 -0.584 -3.493 2.084 0.927 -1.326
H -3.552 -0.323 -2.199 0.042 1.751 -1.964
H -3.748 1.488 -2.913 0.718 -2.266 -0.298
H -2.197 -0.568 -4.777 0.719 1.040 2.296
H -1.360 -0.327 -3.004 -0.826 1.177 -1.922
H -1.809 1.644 -5.384 0.497 -0.604 1.274
H 0.429 0.798 -3.524 -0.902 1.803 -1.134
H 2.564 3.570 -4.068 -1.922 -0.465 1.635
H 2.295 2.490 -2.549 -1.315 1.983 -1.288
H 1.925 4.393 -1.244 -0.384 0.376 -1.358
H 1.386 5.426 -2.534 0.738 -1.069 0.678
H -0.661 4.719 -2.274 -0.175 -2.563 -0.169
H -1.893 3.335 -2.609 2.465 0.132 -0.008
H 1.061 1.026 -1.454 -1.126 1.076 1.969
H 1.456 0.195 1.248 -1.594 2.160 -0.820
H 1.321 0.959 4.075 -1.960 0.950 -0.733
H 0.348 2.543 4.474 -0.104 -2.260 -1.428
H -0.624 0.944 4.248 2.004 1.034 -0.813
H -1.435 3.792 2.801 1.327 -1.472 -2.051
H -1.833 4.572 0.188 1.774 -2.182 0.496
H 0.421 5.102 -4.460 -0.554 -0.983 0.016
H 2.068 4.453 -7.410 -1.327 0.266 0.609
H 1.358 5.778 -6.421 0.223 -1.850 -0.074
H -0.610 2.347 -7.063 0.977 0.363 0.489
H 2.482 0.965 -4.750 -0.669 0.609 -1.436
H 0.506 -1.801 -7.027 1.061 2.217 1.237
H 2.010 -0.685 -7.157 -1.872 -0.086 1.719
H 2.770 -1.818 -5.062 -2.319 0.438 0.133
H 1.247 -1.146 -4.071 0.778 -0.755 -1.896
H 0.611 -3.683 -5.935 0.816 0.977 1.797
H 0.030 -3.226 -4.192 2.193 -0.207 -1.505
H 1.821 -3.975 -4.514 -1.941 1.522 -0.679
C 1.021 -7.318 -5.301 1.073 0.017 -0.256
O 1.173 -7.601 -4.120 0.104 0.185 -0.699
N 2.033 -7.179 -6.227 -1.439 -0.030 1.036
C 1.772 -6.842 -7.611 0.302 -0.180 0.099
C 3.404 -7.377 -5.803 -0.026 -0.097 0.330
H 0.019 -7.146 -5.727 0.033 0.024 -0.135
H 2.156 -7.642 -8.250 -0.152 0.480 0.101
H 2.284 -5.905 -7.850 -0.075 -0.023 -0.166
H 0.700 -6.721 -7.792 0.089 -0.040 0.133
H 3.511 -8.392 -5.406 0.148 0.117 0.005
H 3.637 -6.662 -5.008 0.165 -0.125 -0.109
H 4.092 -7.235 -6.641 -0.247 0.029 0.122
C -2.132 1.532 6.787 -0.552 -0.641 0.978
O -2.106 1.573 5.564 -0.468 -0.175 0.350
N -2.889 0.661 7.542 1.002 1.068 -0.813
C -2.864 0.674 8.990 -0.046 -0.049 -0.138
C -3.737 -0.299 6.866 0.010 0.096 -0.340
H -1.524 2.218 7.399 -0.055 -0.025 -0.004
H -2.531 -0.304 9.348 -0.048 0.125 0.171
H -3.874 0.875 9.360 0.126 -0.046 0.156
H -2.185 1.444 9.367 -0.079 -0.105 -0.158
H -3.116 -0.934 6.227 -0.187 -0.046 0.001
H -4.453 0.240 6.239 -0.003 -0.329 0.090
H -4.273 -0.918 7.590 0.098 0.217 -0.133
C 5.691 -3.403 -5.530 -0.077 -0.110 0.777
O 4.739 -4.125 -5.797 0.489 0.516 0.463
N 6.119 -3.082 -4.259 -0.299 -0.139 -1.428
C 7.258 -2.219 -4.024 -0.120 -0.135 0.101
C 5.408 -3.626 -3.121 -0.193 -0.221 -0.152
H 6.300 -2.938 -6.321 0.071 0.033 0.098
H 8.011 -2.772 -3.454 0.073 0.223 -0.043
H 6.930 -1.348 -3.449 0.227 0.026 -0.021
H 7.698 -1.881 -4.966 -0.128 -0.111 0.116
H 5.440 -4.719 -3.170 -0.137 0.115 0.175
H 4.364 -3.302 -3.165 0.029 -0.150 0.168
H 5.860 -3.287 -2.185 -0.021 -0.022 -0.248
C -3.661 6.533 0.699 -0.914 -0.384 0.152
O -2.867 5.971 1.442 -0.690 0.246 -0.296
N -4.986 6.188 0.536 1.514 0.568 -0.012
C -5.864 6.905 -0.366 -0.028 -0.133 0.120
C -5.518 5.072 1.289 0.260 -0.139 0.207
H -3.359 7.394 0.081 -0.126 0.000 -0.032
H -6.699 7.319 0.208 -0.014 0.052 -0.225
H -6.246 6.208 -1.117 -0.091 0.200 -0.032
H -5.335 7.720 -0.868 -0.021 -0.151 0.135
H -5.401 5.276 2.358 -0.085 -0.203 -0.071
H -4.950 4.170 1.039 -0.150 -0.020 0.171
H -6.575 4.918 1.057 0.222 0.126 -0.022
C -7.803 0.325 5.669 0.385 -0.066 -0.599
O -6.903 -0.330 6.176 -0.560 0.499 -0.650
N -7.857 0.724 4.350 -0.185 -0.257 1.335
C -8.961 1.500 3.823 0.206 -0.139 -0.030
C -6.775 0.356 3.461 0.204 -0.175 0.241
H -8.674 0.657 6.256 -0.028 0.045 -0.116
H -9.435 0.938 3.013 -0.119 0.196 0.019
H -8.575 2.447 3.435 -0.217 0.019 -0.037
H -9.704 1.707 4.599 0.176 -0.078 -0.079
H -6.695 -0.735 3.431 0.156 0.129 -0.115
H -5.839 0.767 3.851 0.028 -0.132 -0.192
H -6.955 0.740 2.453 -0.061 -0.035 0.229
C 1.603 -9.323 -10.307 -0.520 0.245 -0.662
O 2.337 -8.378 -10.050 -0.564 -0.598 -0.703
N 0.545 -9.297 -11.191 1.103 -0.226 1.034
C -0.279 -10.462 -11.441 0.005 0.175 -0.064
C 0.247 -8.066 -11.892 0.251 0.185 0.104
H 1.742 -10.306 -9.828 -0.104 -0.004 -0.080
H -0.220 -10.716 -12.503 -0.134 -0.146 0.108
H -1.315 -10.226 -11.178 0.011 -0.213 -0.075
H 0.055 -11.317 -10.848 0.005 0.199 -0.071
H 1.122 -7.770 -12.479 -0.186 0.135 0.011
H 0.032 -7.282 -11.160 0.003 0.058 -0.218
H -0.613 -8.197 -12.555 0.172 -0.077 0.172
C 2.574 -0.172 7.529 0.731 -0.281 0.062
O 2.681 0.353 8.630 0.206 -0.504 -0.687
N 3.544 -0.926 6.904 -1.178 0.735 0.412
C 3.340 -1.516 5.597 0.143 0.037 0.210
C 4.810 -1.136 7.575 -0.029 0.193 0.279
H 1.651 -0.075 6.933 0.047 -0.054 -0.082
H 3.444 -2.602 5.679 -0.043 0.044 -0.222
H 4.096 -1.126 4.910 -0.110 -0.141 -0.121
H 2.346 -1.280 5.208 0.124 0.003 0.143
H 4.627 -1.634 8.532 0.220 0.053 -0.044
H 5.276 -0.164 7.767 0.123 -0.206 0.079
H 5.476 -1.749 6.962 -0.204 0.124 0.068
C -1.315 5.009 6.444 0.441 0.634 -0.103
O -0.584 4.429 7.236 -0.279 0.573 -0.533
N -1.056 6.233 5.865 -0.475 -1.300 0.496
C -1.974 6.856 4.933 0.217 0.037 0.072
C 0.175 6.920 6.198 0.135 -0.222 0.216
H -2.276 4.574 6.123 -0.003 0.076 -0.089
H -1.462 7.006 3.978 -0.250 0.050 -0.040
H -2.286 7.823 5.337 -0.104 -0.013 -0.173
H -2.857 6.232 4.773 0.195 0.032 0.050
H 1.022 6.285 5.925 0.039 0.197 0.114
H 0.202 7.098 7.277 0.186 0.052 -0.131
H 0.242 7.873 5.666 -0.113 -0.214 0.060
C 5.851 0.103 10.947 -0.013 -0.359 0.552
O 7.065 0.150 10.792 -0.714 -0.251 0.304
N 5.198 -0.596 11.940 0.467 0.717 -1.043
C 3.754 -0.601 12.057 0.134 0.014 0.040
C 5.979 -1.350 12.898 0.289 0.097 -0.138
H 5.164 0.641 10.274 -0.133 -0.078 0.105
H 3.476 -0.197 13.035 -0.178 -0.071 -0.076
H 3.395 -1.631 11.971 -0.184 0.113 0.037
H 3.292 0.006 11.273 0.158 -0.110 0.044
H 6.656 -0.667 13.421 0.022 -0.232 0.040
H 6.575 -2.095 12.363 0.043 0.020 0.230
H 5.328 -1.849 13.620 0.042 0.144 -0.197

=====

Number 1: highest occupied orbital energy -2.1128 eV. Number 2: highest occupied orbital energy -9.7088 eV.